# 1
Molecular formula: C40H61F3N2O14
Method: DFT, wB97M-V/def2-TZVPD

```
120
Properties=species:S:1:pos:R:3:lowdin_charge:R:1
C 20.1310 5.7846 20.7088 0.060
N 20.3468 5.4178 19.2726 -0.391
O 20.4430 4.1834 18.9812 0.038
O 20.3217 6.3422 18.4485 0.038
H 19.1001 6.1221 20.8151 0.094
H 20.8118 6.6338 20.7689 0.068
H 20.3464 4.9832 21.4155 0.105
C 20.4568 15.4215 18.8456 0.053
N 21.8203 14.8458 18.5851 -0.398
O 22.0432 14.2414 17.5140 0.030
O 22.6850 14.9214 19.4651 0.037
H 19.9707 15.2535 17.8846 0.092
H 20.4999 16.5067 18.9372 0.094
H 20.0512 14.7948 19.6399 0.091
O 22.5910 6.4350 25.3440 0.059
C 23.1782 7.3253 25.9585 -0.467
O 23.1080 7.4048 27.3342 -0.049
C 22.1914 6.4749 27.9798 -0.208
C 22.2793 6.6592 29.5153 -0.067
C 24.0546 8.4865 25.3970 0.041
H 22.4378 5.4704 27.6357 0.120
H 21.1718 6.7781 27.7422 0.118
H 21.8007 7.5675 29.8814 0.074
H 23.3485 6.6273 29.7252 0.071
H 21.9125 5.7713 30.0304 0.072
H 23.3672 8.7886 24.6068 0.069
H 25.0567 8.1753 25.1019 0.093
H 24.1046 9.1837 26.2333 0.065
O 27.9028 6.9507 20.9235 0.085
C 27.7611 6.7987 19.7121 -0.516
O 27.0133 7.4619 18.8155 -0.018
C 26.0181 8.3218 19.3270 -0.233
C 25.7618 9.5350 18.4102 -0.045
C 28.3317 5.6321 18.9561 0.007
H 26.4327 8.7068 20.2586 0.109
H 25.1498 7.7337 19.6243 0.124
H 24.8992 10.0311 18.8551 0.058
H 25.5455 9.2257 17.3876 0.078
H 26.6022 10.2284 18.4435 0.080
H 28.8686 5.9036 18.0472 0.086
H 27.5059 4.9659 18.7066 0.093
H 29.0897 5.1121 19.5419 0.084
O 16.2279 6.5133 22.0633 0.097
C 15.8492 7.2724 21.2171 -0.587
O 16.1471 8.4974 21.0299 0.021
C 16.9991 9.1442 21.9888 -0.170
C 16.9710 10.6742 21.7772 -0.043
C 14.8189 6.7848 20.1002 0.033
H 18.0071 8.7578 21.8386 0.113
H 16.7149 9.0675 23.0383 0.125
H 17.7991 11.0958 21.2075 0.060
H 16.9074 11.0914 22.7822 0.053
H 16.1547 11.1031 21.1962 0.086
H 14.2139 5.9398 20.4290 0.076
H 15.2162 6.5284 19.1182 0.075
H 14.2552 7.7169 20.0594 0.071
O 24.9412 11.7188 26.7371 0.142
C 24.5027 12.8048 26.6880 -0.583
O 24.6880 13.7166 27.5641 0.028
C 25.7968 13.7376 28.3699 -0.276
C 25.6531 14.8059 29.3842 -0.066
C 23.4996 13.3291 25.5824 0.036
H 26.7822 13.8216 27.9116 0.134
H 25.9673 12.7266 28.7399 0.125
H 25.5455 15.7454 28.8421 0.082
H 26.5888 14.8342 29.9425 0.085
H 24.8015 14.8019 30.0646 0.083
H 24.1906 13.9242 24.9854 0.087
H 22.5958 13.7459 26.0268 0.079
H 23.1438 12.5257 24.9374 0.062
O 20.6644 16.8348 21.7238 0.058
C 21.2252 17.1212 22.7733 -0.437
O 21.5853 18.4085 23.1200 -0.024
C 21.3473 19.5322 22.1642 -0.187
C 22.3244 19.6877 20.9934 -0.070
C 21.5843 16.0661 23.8692 0.015
H 21.5179 20.4065 22.7923 0.109
H 20.3051 19.6934 21.8888 0.117
H 22.4339 20.6961 20.5941 0.080
H 22.0410 19.0577 20.1503 0.060
H 23.2591 19.2070 21.2821 0.081
H 20.8329 16.0368 24.6583 0.080
H 22.5510 16.1632 24.3632 0.077
H 21.5844 15.0376 23.5083 0.057
F 15.0452 13.9127 22.8069 0.034
C 16.3529 13.8958 23.2474 -0.250
C 17.3533 14.6640 22.6868 -0.020
C 18.6674 14.5713 23.0913 -0.081
C 18.9093 13.9185 24.3123 -0.077
C 17.8858 13.2173 24.9523 -0.082
C 16.6410 13.1307 24.3784 -0.052
H 17.2253 15.2649 21.7986 0.118
H 19.3582 15.2004 22.5496 0.072
H 19.9335 13.8611 24.6500 0.079
H 17.9791 12.7038 25.8978 0.106
H 15.8822 12.4917 24.8054 0.120
F 20.2451 12.6561 21.4083 0.053
C 21.2728 11.7780 21.4126 -0.244
C 22.5189 12.0938 21.9019 -0.027
C 23.5223 11.1174 22.0177 -0.067
C 23.2670 9.7635 21.8050 -0.104
C 21.9977 9.4417 21.3896 -0.091
C 21.0296 10.4106 21.0630 0.015
H 22.7907 13.1041 22.1697 0.106
H 24.3994 11.4221 22.5692 0.104
H 23.9668 8.9714 22.0272 0.104
H 21.8969 8.3893 21.1688 0.081
H 20.0486 10.0317 20.8170 0.095
F 19.7609 11.9774 14.2911 0.099
C 20.2316 11.2317 15.2624 -0.341
C 21.3866 11.5535 15.8908 -0.029
C 21.8955 10.7218 16.9064 -0.057
C 21.1996 9.5663 17.3510 -0.089
C 20.0025 9.2585 16.7231 -0.074
C 19.5914 10.0840 15.6669 -0.020
H 21.9230 12.4207 15.5351 0.110
H 22.8141 10.9887 17.4078 0.090
H 21.5266 9.1643 18.2986 0.079
H 19.4259 8.4260 17.0985 0.089
H 18.6952 9.8405 15.1156 0.111
```

Total energy in eV: -82258.529
SMILES string: C[N+](=O)[O-].C[N+](=O)[O-].CCOC(C)=O.CCOC(C)=O.CCOC(C)=O.CCOC(C)=O.CCOC(C)=O.Fc1ccccc1.Fc1ccccc1.Fc1ccccc1
Total charge: 0
Gap between HOMO and LUMO in eV: 8.8835

***

# 2
Molecular formula: C2HNS2
Method: DFT, wB97M-V/def2-TZVPD

```
6
Properties=species:S:1:pos:R:3:lowdin_charge:R:1
C -2.8113 0.4449 0.0332 -0.383
C -1.5145 0.1687 0.0646 -0.665
N -3.9089 0.8166 -0.0521 0.225
S -1.2117 -2.3089 0.0208 0.077
S -0.0526 1.0823 0.0670 0.861
H 0.7364 0.2092 -0.5280 -0.114
```

Total energy in eV: -25244.936
Total charge: 0
Gap between HOMO and LUMO (spin up / spin down) in eV: 5.7740 / 5.6950

***

# 3
Molecular formula: C5H8O2
Method: DFT, wB97M-V/def2-TZVPD

```
15
Properties=species:S:1:pos:R:3:lowdin_charge:R:1
C 1.8065 -0.1347 0.5005 -0.039
C 0.5109 -0.4747 -0.2009 -0.301
C 0.3409 -1.2167 -1.2952 0.082
C -0.7943 0.0013 0.3008 -0.214
O -1.4345 -0.8253 1.1064 0.165
C -1.2572 1.3665 -0.0178 -0.330
O 0.0052 1.8122 0.1462 -0.151
H 2.5724 0.1669 -0.2205 0.089
H 2.1821 -1.0065 1.0509 0.083
H 1.6702 0.6901 1.2029 0.076
H 1.1492 -1.4390 -1.9783 0.073
H -0.6534 -1.5697 -1.5595 0.076
H -2.3759 -0.5795 1.1278 0.146
H -1.8014 1.5093 -0.9706 0.122
H -1.9207 1.6998 0.8071 0.123
```

Total energy in eV: -9405.585
Total charge: 0
Gap between HOMO and LUMO (spin up / spin down) in eV: 8.9616 / 8.9595

***

# 4
Molecular formula: C15H22N2O4
Method: DFT, wB97M-V/def2-TZVPD

```
43
Properties=species:S:1:pos:R:3:lowdin_charge:R:1
O 0.0014 0.4202 1.5580 0.060
C -0.4784 -0.2696 0.6689 -0.446
N 0.2890 -1.0012 -0.1697 0.119
C 1.7303 -0.9957 -0.1011 -0.210
C 2.1834 -1.9538 0.9952 -0.183
O 3.6044 -1.9348 1.0583 -0.050
C 2.2334 -1.4624 -1.4684 -0.388
O 1.6332 -2.3419 -2.0588 0.094
N 3.2463 -0.7412 -2.0171 -0.023
C 4.4038 -0.1824 -1.3184 -0.127
C 5.1447 0.4464 -2.4846 -0.134
C 4.9505 -0.6267 -3.5461 -0.160
O 3.6793 -1.2334 -3.2687 -0.046
C -1.9652 -0.3173 0.4134 -0.184
C -2.8874 -0.1837 1.6478 -0.050
C -3.7574 0.7547 0.8244 -0.401
C -2.6021 0.9847 -0.1498 -0.039
C -5.1769 0.6416 0.3759 0.018
C -4.7118 1.8553 1.1858 -0.267
C -4.9830 1.9003 2.6939 -0.105
C -4.2162 3.0044 2.0416 -0.064
H -0.1182 -1.5748 -0.8931 0.141
H 2.0653 0.0146 0.1344 0.148
H 1.7453 -1.6248 1.9401 0.125
H 1.8150 -2.9547 0.7479 0.132
H 3.8912 -2.5159 1.7670 0.093
H 4.0885 0.5284 -0.5603 0.128
H 4.9854 -0.9715 -0.8418 0.124
H 4.6646 1.3782 -2.7812 0.118
H 6.1945 0.6290 -2.2650 0.118
H 4.9224 -0.2370 -4.5621 0.122
H 5.7211 -1.3979 -3.4736 0.121
H -2.2424 -1.1764 -0.1991 0.145
H -3.3104 -1.1026 2.0529 0.118
H -2.3554 0.3615 2.4323 0.118
H -2.0078 1.8480 0.1605 0.121
H -2.8046 1.0321 -1.2184 0.116
H -5.5334 0.7524 -0.6421 0.098
H -5.7759 -0.0178 0.9921 0.107
H -6.0212 2.1404 2.8957 0.100
H -4.5213 1.1736 3.3503 0.100
H -3.1428 2.9385 2.1870 0.102
H -4.5811 4.0134 1.8960 0.094
```

Total energy in eV: -27077.463
SMILES string: O=C([C@H](CO)NC(=O)[C@H]1C[C@@]2(C1)C[C@]21CC1)N1CCCO1
Total charge: 0
Gap between HOMO and LUMO in eV: 9.5949

***

# 5
Molecular formula: C40H34Cl2EuN6O7P
Method: DFT, wB97M-V/def2-TZVPD

```
91
Properties=species:S:1:pos:R:3:lowdin_charge:R:1
Eu 0.5967 0.0740 -1.6672 2.073
O 0.6750 0.8332 -6.0783 0.036
C 0.6633 0.3291 -4.9515 -0.596
O 0.5869 0.9544 -3.8225 -0.232
C 0.6088 -1.2113 -4.8707 -0.167
C 0.5099 -2.1249 -5.9424 0.012
C 0.3664 -3.4826 -5.6650 -0.023
C 0.3712 -3.8821 -4.2993 0.027
C 0.5302 -2.9074 -3.3175 -0.173
N 0.6513 -1.6199 -3.6210 0.045
C 0.6330 -3.1702 -1.8110 -0.592
O 0.4184 -4.3443 -1.4643 0.035
O 0.9440 -2.1932 -1.0471 -0.217
H 0.4835 -1.7767 -6.9723 0.118
H 0.3102 -4.2585 -6.4354 0.113
H 0.1540 -4.8899 -3.9418 0.122
Cl 5.8996 5.7251 -0.8352 0.742
C 4.9872 4.3241 -1.1975 -0.646
C 5.4858 3.3700 -2.0998 -0.168
C 4.8303 2.1621 -2.1898 -0.550
Cl 5.5734 0.9070 -3.1040 0.747
C 3.5693 1.8399 -1.4893 -0.362
O 3.0271 0.6902 -1.5233 -0.135
C 3.0635 2.8840 -0.6497 -0.152
C 1.7862 2.8365 -0.0297 -0.252
O 0.9317 1.9185 -0.1861 -0.281
C 3.8022 4.0765 -0.4673 -0.048
H 6.3138 3.5797 -2.7288 0.090
H 1.5132 3.6931 0.6205 0.122
H 3.5267 4.8128 0.2914 0.113
C 4.3448 -3.0949 1.0009 -0.069
C 3.0621 -2.7227 1.8436 -0.356
C 1.9951 -3.7274 1.4798 -0.073
C 2.6850 -1.2381 1.6567 -0.317
C 3.5942 -0.4091 2.5128 -0.052
O 2.7024 -0.0687 3.6781 -0.006
C 1.4362 -0.4071 3.2753 -0.316
N 1.3113 -1.0253 2.1245 0.154
C 0.3466 -0.0129 4.1440 -0.163
C 0.6124 -0.0342 5.4974 -0.024
C -0.3816 0.2508 6.4222 -0.050
C -1.6815 0.5876 5.9349 -0.046
C -1.9275 0.5956 4.5515 -0.088
C -0.9245 0.2392 3.6582 -0.303
P -1.3184 0.3257 1.9049 1.078
C -2.3931 1.8201 1.7277 -0.340
C -1.9193 3.0957 2.2072 -0.103
C -2.7649 4.1690 2.2667 -0.111
C -4.0966 4.0571 1.8667 -0.088
C -4.5000 2.8782 1.2607 -0.107
C -3.6811 1.7923 1.1345 -0.115
C -2.4450 -1.0939 1.7353 -0.372
C -2.1124 -2.1872 0.9556 -0.104
C -3.0309 -3.2064 0.7585 -0.074
C -4.2779 -3.1739 1.3858 -0.086
C -4.6507 -2.0516 2.1165 -0.095
C -3.7301 -1.0382 2.3181 -0.118
H 4.6907 -4.1616 1.1498 0.088
H 5.2625 -2.4982 1.2151 0.067
H 4.2921 -2.9197 -0.0768 0.071
H 3.3311 -2.8379 2.9020 0.136
H 1.5469 -3.5635 0.4953 0.047
H 1.2275 -3.7413 2.1968 0.057
H 2.4685 -4.7102 1.5197 0.081
H 2.7695 -0.9782 0.5924 0.118
H 3.8949 0.4970 2.0323 0.111
H 4.4731 -0.9282 2.9039 0.124
H 1.6243 -0.1683 5.8754 0.123
H -0.1309 0.2105 7.4611 0.094
H -2.4734 0.9304 6.6168 0.105
H -2.8955 0.9927 4.2048 0.104
H -0.9173 3.1373 2.6557 0.110
H -2.3069 5.1385 2.5514 0.113
H -4.8020 4.8688 1.9875 0.099
H -5.5102 2.7926 0.9807 0.089
H -4.0762 0.8939 0.6307 0.108
H -1.0877 -2.2974 0.5612 0.089
H -2.7704 -4.0592 0.1350 0.107
H -4.9881 -3.9609 1.2035 0.095
H -5.6891 -1.9313 2.4610 0.108
H -4.0735 -0.1178 2.8941 0.111
N -2.3604 1.6239 -5.0541 0.197
C -3.5368 1.7834 -4.3911 -0.474
N -4.6131 2.2327 -5.0422 0.165
N -3.6457 1.5072 -3.0817 0.107
C -2.8214 0.7035 -2.4722 -0.355
N -2.0906 0.0111 -1.8868 0.074
H -2.2472 2.0043 -6.0025 0.130
H -1.4996 1.5813 -4.5060 0.081
H -4.5817 2.3996 -6.0494 0.124
H -5.5309 2.0959 -4.5860 0.138
```

Total energy in eV: -118967.838
Expectation value of S²: 12.022
Multiplicity: 7
Total charge: 0
Gap between HOMO and LUMO (spin up / spin down) in eV: 5.7235 / 4.7253

***

# 6
Molecular formula: C2H6N2OS
Method: DFT, wB97M-V/def2-TZVPD

```
12
Properties=species:S:1:pos:R:3:lowdin_charge:R:1
C -1.8515 -1.2383 -0.2801 -0.329
C 1.9892 0.4552 -0.2432 -0.401
N 1.3492 -0.6313 0.0074 0.085
N -1.4729 1.2638 0.2548 -0.428
O 1.4291 1.5959 -0.3430 0.028
S -2.6233 0.2321 -0.0805 0.848
H -0.7799 -1.0680 -0.4941 -0.021
H -2.4736 -2.1701 -0.3009 0.025
H 3.0267 0.5883 -0.4460 0.115
H 1.8963 -1.4416 0.1160 0.018
H -1.7899 2.1931 0.3939 -0.042
H 0.4311 1.7610 -0.1883 0.102
```

Total energy in eV: -18031.393
Total charge: 0
Gap between HOMO and LUMO (spin up / spin down) in eV: 8.3840 / 8.3849

***

# 7
Molecular formula: CH7NOS2
Method: DFT, wB97M-V/def2-TZVPD

```
12
Properties=species:S:1:pos:R:3:lowdin_charge:R:1
S 0.4093 1.7459 -1.3215 0.245
S -1.0296 0.3095 -1.3067 0.234
H 1.4218 1.3905 -0.5831 -0.237
H -1.6177 0.3547 -0.1126 -0.203
N -0.0541 -2.3214 0.9736 0.028
C 0.7962 -1.6449 2.0383 -0.182
O 0.4186 -0.1505 1.8706 -0.163
H -0.9838 -2.0581 1.0783 0.020
H 0.1869 -2.0230 0.0519 0.017
H 0.4379 -1.7909 3.0771 0.107
H 1.8662 -1.7893 1.9963 0.096
H 0.8674 0.3539 2.5334 0.039
```

Total energy in eV: -26357.501
SMILES string: NCO.SS
Total charge: 0
Gap between HOMO and LUMO in eV: 9.5330

***

# 8
Molecular formula: H8O10SV
Method: DFT, wB97M-V/def2-TZVPD

```
20
Properties=species:S:1:pos:R:3:lowdin_charge:R:1
O 8.4700 -3.8152 -7.2687 -0.325
V 9.2651 -2.6207 -7.9785 0.882
O 10.5641 -3.2019 -8.6702 -0.349
S 6.6023 -2.2948 -9.9844 0.304
O 6.5724 -1.6479 -11.2838 -0.347
O 8.0498 -2.3751 -9.5630 -0.469
O 5.9719 -1.4219 -8.9535 -0.360
O 6.0577 -3.6373 -9.9606 -0.340
O 7.2998 -1.2319 -6.9358 -0.145
H 6.7190 -1.3066 -7.7689 -0.057
H 6.6873 -1.1416 -6.2023 0.036
O 10.3084 -1.8588 -6.1188 -0.039
H 9.8568 -1.5455 -5.3258 0.089
H 11.1484 -1.3857 -6.1561 0.087
O 9.4940 -0.4412 -8.5274 -0.071
H 9.4433 0.3824 -8.0328 0.078
H 9.1740 -0.2379 -9.4231 0.095
O 10.1505 -2.1058 -11.6556 -0.083
H 10.6111 -2.9458 -11.7308 0.024
H 9.5018 -2.2548 -10.9360 -0.011
```

Total energy in eV: -57131.608
Total charge: -1
Gap between HOMO and LUMO in eV: 6.7150